(1)
DFT (wB97M-V/def2-TZVPD) results for a molecular structure, C34H74Br2IN11O12.

The gap between HOMO and LUMO comes out at 7.9 eV. The value obtained for the highest occupied orbital energy is -8.5 eV. As for the LUMO energy: -0.0241 Eh.

Geometry as XYZ:
```
134
Properties=species:S:1:pos:R:3:forces:R:3
C 1.445202 -7.004761 3.114659 0.04 0.33 -0.32
C 0.065156 -7.333726 2.639414 0.05 0.11 0.03
Br -0.242926 -9.145186 2.221408 -0.01 -0.27 -0.06
C -0.926209 -6.461121 2.460382 -0.05 -0.37 0.01
Br -0.568730 -4.641279 2.775106 -0.09 0.44 0.15
N -2.190061 -6.872084 1.976502 0.19 0.64 -0.13
I -2.697046 -5.925939 0.190935 0.01 -0.25 0.03
C -3.292543 -6.745208 2.896768 0.11 -0.56 -0.56
O -3.440398 -5.892987 3.704366 0.17 0.30 0.74
O -4.140107 -7.783832 2.775459 -0.59 0.41 -0.24
H 1.412203 -6.458004 4.059252 0.01 -0.16 0.02
H 2.058605 -7.897648 3.195426 -0.07 0.00 0.16
H 1.900484 -6.339811 2.368438 -0.09 -0.11 0.12
H -4.191846 -8.049261 1.844301 0.36 -0.31 0.19
C 1.062045 -3.479669 -0.740482 -0.01 -0.33 -0.14
C 1.794496 -4.758885 -0.430499 -0.12 0.13 0.08
O 1.322102 -5.624413 0.299220 0.07 -0.20 -0.17
N 3.028659 -4.914544 -0.973255 -0.02 0.05 -0.08
C 3.716085 -3.975990 -1.839157 0.15 -0.23 0.16
H 0.100067 -3.498810 -0.240210 0.01 0.00 0.08
H 1.622041 -2.625669 -0.370462 -0.06 0.09 -0.02
H 0.916786 -3.368217 -1.816733 0.05 0.08 0.02
H 3.486228 -5.778013 -0.728393 0.00 0.00 0.01
H 3.941052 -4.434436 -2.803780 -0.03 0.05 -0.03
H 4.655220 -3.655741 -1.380926 -0.01 0.05 -0.03
H 3.089786 -3.110389 -2.013822 0.02 0.01 -0.07
C 0.103706 0.143657 2.990025 0.04 -0.06 0.05
C 0.071484 -0.117220 1.505122 -0.01 -0.22 0.04
O 0.566215 -1.128761 1.018403 0.01 0.25 0.08
N -0.556272 0.790431 0.724701 0.13 0.12 0.00
C -1.217223 2.015940 1.132151 -0.06 -0.14 -0.20
H 0.605517 -0.699203 3.456240 0.01 -0.01 0.00
H 0.644161 1.059566 3.235993 -0.04 0.03 -0.07
H -0.914049 0.202446 3.375247 0.02 0.01 0.05
H -0.565648 0.552266 -0.254773 -0.05 -0.02 0.01
H -2.266990 1.971787 0.844514 -0.02 0.15 0.04
H -0.762815 2.875964 0.636975 -0.01 0.05 0.06
H -1.140506 2.148971 2.206146 0.01 -0.02 0.00
C -3.998179 -0.496668 5.823253 0.09 0.12 -0.04
C -3.226631 -1.399589 4.890782 -0.03 -0.07 -0.06
O -2.778559 -1.005620 3.819528 -0.11 0.12 0.03
N -3.044898 -2.678374 5.286683 0.11 -0.01 0.00
C -3.488112 -3.307093 6.515364 0.00 -0.07 -0.11
H -4.060407 0.494428 5.383004 0.04 -0.03 -0.07
H -5.007377 -0.875484 5.985086 0.02 -0.02 0.09
H -3.490670 -0.427235 6.786368 -0.16 0.00 0.09
H -2.548670 -3.248544 4.615940 -0.03 -0.09 -0.02
H -2.636059 -3.699422 7.073753 -0.02 0.01 0.02
H -4.161730 -4.135720 6.293931 -0.02 -0.01 0.02
H -4.005119 -2.591328 7.146970 0.03 0.00 0.03
C -0.934214 -0.728430 8.411727 -0.09 -0.01 0.01
C -1.901641 -0.436827 9.537838 0.03 -0.03 -0.01
O -3.063823 -0.807140 9.504781 -0.01 -0.01 -0.10
N -1.425609 0.261314 10.602354 0.03 0.01 0.00
C -0.088104 0.777055 10.813553 -0.14 0.00 0.09
H -1.459325 -1.289417 7.643993 -0.02 -0.01 0.01
H -0.558303 0.198974 7.977979 0.08 -0.03 -0.01
H -0.092012 -1.323134 8.766524 0.05 0.05 -0.02
H -2.116439 0.423585 11.318211 0.00 0.00 0.00
H 0.353910 0.347337 11.713992 0.04 -0.02 -0.03
H -0.105926 1.862321 10.926295 0.03 0.01 -0.04
H 0.547205 0.531101 9.969547 0.02 0.00 -0.01
C -6.152393 2.362281 -1.872241 0.06 0.03 -0.01
C -5.125247 2.015520 -0.818331 -0.02 -0.06 0.04
O -3.943958 2.297097 -0.955209 0.00 0.01 -0.03
N -5.560616 1.372052 0.293493 -0.01 0.03 0.01
C -6.910455 0.960391 0.623000 0.14 -0.02 0.06
H -5.641983 2.866745 -2.686869 0.03 0.00 0.01
H -6.635046 1.463866 -2.257906 -0.04 0.01 0.01
H -6.918489 3.024975 -1.468630 -0.04 -0.03 -0.01
H -4.829130 1.160903 0.955789 0.00 -0.04 -0.01
H -7.241460 1.432362 1.549267 -0.04 0.02 -0.02
H -6.960672 -0.121435 0.754018 -0.03 -0.01 -0.03
H -7.594411 1.243328 -0.170072 -0.02 0.00 0.00
C -2.790799 6.730702 -3.743189 -0.03 0.08 -0.01
C -2.008583 5.829956 -4.667195 -0.01 0.04 0.01
O -1.662680 6.201708 -5.782819 0.07 0.03 0.03
N -1.683206 4.601408 -4.205718 -0.10 0.01 0.01
C -1.989493 4.019767 -2.909470 0.19 -0.15 -0.23
H -2.959043 7.673116 -4.258438 -0.01 -0.02 -0.03
H -3.756938 6.298864 -3.479580 0.03 -0.04 0.03
H -2.213695 6.910867 -2.835664 -0.05 0.00 0.07
H -1.155493 4.049634 -4.863277 0.01 0.01 0.01
H -1.064205 3.775026 -2.385354 -0.03 0.05 0.09
H -2.572910 3.107662 -3.024655 -0.06 0.02 0.08
H -2.554163 4.712235 -2.297193 0.00 0.02 0.00
C 3.034856 0.065843 -3.298211 -0.03 -0.06 0.03
C 2.703429 -1.095714 -4.207938 -0.02 0.09 0.04
O 2.037866 -2.042207 -3.819486 -0.01 -0.02 -0.07
N 3.173905 -1.050828 -5.481445 0.03 0.00 0.00
C 3.969934 -0.014384 -6.107572 -0.07 -0.14 -0.05
H 2.585962 -0.128349 -2.328384 -0.01 -0.02 0.00
H 4.113488 0.172629 -3.176478 0.00 0.05 -0.02
H 2.634172 0.999693 -3.693881 0.04 0.02 0.00
H 2.917140 -1.853348 -6.034768 -0.01 0.00 0.00
H 3.446646 0.408497 -6.966537 0.00 0.05 0.02
H 4.924343 -0.415766 -6.452301 0.03 0.03 0.03
H 4.168759 0.784235 -5.401020 0.01 0.02 0.00
C 2.212315 7.950493 -2.012494 -0.02 -0.04 0.09
C 0.830595 7.701421 -2.566055 0.02 -0.03 -0.05
O -0.025296 7.113266 -1.914440 0.01 0.00 0.00
N 0.570141 8.147769 -3.816701 -0.04 0.04 0.05
C 1.446679 8.843491 -4.741484 -0.27 0.00 0.03
H 2.249666 7.534499 -1.009862 -0.03 0.00 0.00
H 2.973568 7.483277 -2.635664 0.03 0.07 -0.04
H 2.419329 9.021042 -1.963399 0.04 0.00 -0.04
H -0.366554 7.950649 -4.136204 0.04 -0.07 -0.09
H 1.013521 9.814999 -4.989621 0.09 0.03 -0.04
H 1.551412 8.267150 -5.660786 0.07 0.00 0.00
H 2.433839 8.990362 -4.318490 0.01 -0.08 0.05
C 0.247033 -11.225313 -3.698647 0.02 -0.06 0.00
C 1.091970 -11.363078 -2.450305 -0.02 0.03 0.00
O 1.690591 -12.393899 -2.191680 0.00 -0.01 -0.01
N 1.156891 -10.286703 -1.625222 -0.01 -0.01 -0.07
C 0.515959 -8.992753 -1.774959 0.17 -0.11 0.20
H 0.299951 -12.162723 -4.243189 0.02 -0.02 0.02
H -0.793301 -11.018094 -3.445729 0.00 0.04 -0.02
H 0.617853 -10.421513 -4.335497 -0.04 0.03 0.00
H 1.730428 -10.435794 -0.809591 -0.02 0.00 0.02
H 1.266433 -8.201586 -1.809976 -0.07 0.07 -0.03
H -0.138602 -8.803746 -0.924416 -0.07 0.11 -0.03
H -0.070877 -8.959700 -2.686637 -0.01 -0.01 -0.02
C 6.538283 7.900940 -5.727736 -0.05 -0.03 0.00
C 5.688898 8.267284 -4.532909 0.01 -0.02 -0.02
O 4.555139 7.834775 -4.393081 0.08 0.01 -0.03
N 6.232092 9.102156 -3.610281 0.03 0.02 0.00
C 7.548829 9.708391 -3.612092 -0.13 0.00 0.10
H 5.958994 7.234926 -6.359085 -0.03 0.00 0.02
H 6.809462 8.787906 -6.301053 0.05 -0.01 0.01
H 7.451572 7.392623 -5.417037 0.03 0.03 -0.02
H 5.617358 9.306309 -2.837727 0.00 -0.01 0.00
H 8.114300 9.404107 -2.730087 0.04 -0.02 -0.03
H 7.472154 10.796676 -3.610692 0.03 0.01 -0.04
H 8.100704 9.404744 -4.495026 0.02 0.00 -0.01
```
Forces are in eV/Å.

---

(2)
DFT (wB97M-V/def2-TZVPD) results for 7 unconnected molecules or ions with the total composition C5H24N2O6.

The gap between HOMO and LUMO comes out at 9.6 eV. The value obtained for the highest occupied orbital energy is -9.5 eV. As for the LUMO energy: 0.0036 Eh.

Geometry as XYZ:
```
37
Properties=species:S:1:pos:R:3:forces:R:3
C -3.134779 -1.909369 -0.630638 0.77 -1.39 -1.97
C -1.598043 -1.759753 -0.660543 -0.67 1.58 -0.50
C -0.957800 -0.754363 0.327456 -2.32 -1.95 0.67
C 0.270548 -0.150368 -0.302113 1.43 0.84 2.25
N 0.077563 1.170363 -0.812158 -0.47 0.30 -1.95
C -0.341157 2.184410 -0.213158 -0.02 1.19 0.68
N -0.657994 2.355325 1.166026 -0.34 -0.94 -0.78
H -3.398860 -2.107330 -1.683251 -0.04 0.33 0.03
H -3.459408 -2.875059 -0.264099 -0.38 0.31 1.29
H -3.684924 -1.009662 -0.417442 -0.22 0.12 0.82
H -1.064381 -2.696131 -0.525908 -0.15 -0.26 -0.37
H -1.447025 -1.347069 -1.669749 0.56 -0.34 0.12
H -0.946303 -1.368840 1.261569 1.51 0.59 -0.39
H -1.724080 -0.052109 0.714962 0.64 0.20 -1.15
H 0.840093 -0.741502 -1.047743 -0.91 0.04 0.29
H 1.031181 0.000690 0.477672 -0.42 -0.52 0.37
H -0.463962 3.139520 -0.746694 0.39 -0.43 -0.25
H -1.364759 1.649259 1.384116 0.32 0.20 0.79
H -1.040345 3.279479 1.325271 -0.01 -0.11 0.02
O 1.987140 1.783267 2.923085 -0.75 0.42 0.08
H 1.313854 1.935672 2.234716 0.31 0.06 -0.16
H 1.378471 1.577263 3.646890 0.40 -0.04 0.21
O 0.177981 0.400186 -4.059753 0.08 -0.31 0.07
H 0.073841 0.316033 -3.103555 -0.06 0.43 0.10
H 0.844940 -0.271080 -4.248487 0.01 0.03 -0.09
O -2.563543 0.388544 2.703142 0.12 0.18 -0.07
H -3.253534 -0.204288 2.390497 -0.11 0.01 0.23
H -2.806565 0.693086 3.581392 -0.18 -0.12 0.02
O 1.888883 -0.859351 2.557740 0.35 -0.40 -0.19
H 2.497175 -0.154042 2.820655 -0.29 0.16 -0.03
H 2.335206 -1.246951 1.795612 -0.04 -0.21 0.08
O 1.081970 -2.457862 -3.116070 -0.22 0.02 -0.19
H 0.283390 -2.563340 -3.649231 0.13 -0.05 -0.01
H 0.736146 -2.167179 -2.266793 0.06 -0.07 0.09
O 3.238362 0.100114 -0.460879 -0.97 1.46 -0.08
H 2.483199 0.528492 -0.002722 0.74 -0.78 0.34
H 3.233580 0.768763 -1.166517 0.77 -0.54 -0.39
```
Forces are in eV/Å.

---

(3)
DFT (wB97M-V/def2-TZVPD) results for 2 unconnected molecules or ions with the total composition C3H11N2.

The gap between HOMO and LUMO (spin up / spin down) comes out at 6.1 / 10.2 eV. The value obtained for the highest occupied orbital energy (spin up / spin down) is -4.9 / -9.1 eV. As for the multiplicity: 2. As for the LUMO energy (spin up / spin down): 0.0419 / 0.0390 Eh.

Geometry as XYZ:
```
16
Properties=species:S:1:pos:R:3:forces:R:3
C -0.795080 -0.205742 2.346612 0.97 0.22 1.31
C -1.554490 -0.171074 1.027251 -0.35 0.13 0.79
H -1.215085 0.388855 3.168215 -0.39 0.05 -0.45
H -0.701748 -1.191657 2.796396 -0.14 -0.31 -0.28
H 0.244105 0.161752 2.335346 -0.25 -0.05 -0.55
H -2.409052 0.493209 1.124886 -0.04 0.16 -0.20
H -1.964015 -1.148463 0.809312 0.06 -0.22 -0.30
H -0.942147 0.183003 0.213338 0.06 0.04 -0.31
N 0.311508 0.204391 -2.613187 0.31 -0.12 -0.13
C 1.587834 0.073243 -2.059746 0.07 -0.19 0.15
N 1.764812 -0.111038 -0.688431 0.08 -0.13 0.52
H -0.518417 0.212877 -2.055120 -0.04 0.15 0.16
H 0.248960 0.600503 -3.533244 -0.12 0.03 0.11
H 2.427779 0.449505 -2.607902 0.08 0.18 -0.14
H 2.526700 0.327149 -0.190983 -0.05 0.14 -0.44
H 0.988334 -0.266515 -0.072750 -0.23 -0.09 -0.25
```
Forces are in eV/Å.